#P
C4H11N2 | ωB97M-V/def2-TZVPD

Summary:
HOMO-LUMO gap (eV): 10.5
Total charge: +1
SMILES string: CC/[N+](C)=C\N

XYZ file:
```
17
Properties=species:S:1:pos:R:3:mulliken_charge:R:1
C -1.4206 1.1916 0.5124 -0.88
C -0.7277 0.5261 -0.6775 -0.73
N 0.2126 -0.4852 -0.2643 0.09
C -0.2944 -1.7960 0.1044 -1.00
C 1.5616 -0.2541 0.1437 0.16
N 2.1293 0.9132 -0.0121 -0.25
H -1.8154 0.4426 1.1945 0.31
H -0.7438 1.8389 1.0624 0.28
H -2.2545 1.7876 0.1543 0.37
H -0.2388 1.2683 -1.3110 0.39
H -1.4761 0.0144 -1.2877 0.35
H -0.5019 -1.8525 1.1755 0.38
H 0.4337 -2.5657 -0.1487 0.37
H -1.2132 -2.0037 -0.4357 0.32
H 2.1055 -1.0970 0.5319 0.38
H 3.1111 1.0505 0.1778 0.26
H 1.6183 1.6931 -0.4036 0.21
```

---

#Q
C4H11N2 | ωB97M-V/def2-TZVPD

Summary:
HOMO-LUMO gap (eV): 10.8
Total charge: +1
SMILES string: CCCNC=[NH2+]

XYZ file:
```
17
Properties=species:S:1:pos:R:3:mulliken_charge:R:1
C 1.5269 -1.0485 -0.7565 -0.97
C 0.1387 -0.9049 -1.4166 -0.38
C -0.6361 0.3515 -1.0570 -0.77
N -1.0152 0.3396 0.3623 -0.06
C -0.4744 1.1333 1.2230 0.18
N -0.5780 0.9238 2.5523 -0.39
H 1.5707 -1.9418 -0.1367 0.27
H 1.7696 -0.1561 -0.1756 0.28
H 2.2994 -1.1548 -1.5113 0.33
H -0.4458 -1.8017 -1.2298 0.36
H 0.2466 -0.8984 -2.4993 0.31
H -1.5290 0.4146 -1.6752 0.36
H -0.0603 1.2485 -1.2865 0.36
H -1.8300 -0.1905 0.6520 0.29
H 0.1595 1.9376 0.8608 0.34
H -0.8347 1.7053 3.1375 0.25
H -0.3079 0.0424 2.9567 0.24
```

---

Name the most stable of them. #P.

---

#P
C2H5NS2 | ωB97M-V/def2-TZVPD

Summary:
HOMO-LUMO gap (eV): 9.1
SMILES string: CS/C=N/S

XYZ file:
```
10
Properties=species:S:1:pos:R:3:mulliken_charge:R:1
C -0.4261 -1.6943 1.5177 -0.76
S 0.9445 -0.4664 1.4798 -0.06
C 0.5239 0.4708 0.1211 0.06
N -0.4385 0.0802 -0.5981 -0.32
S -0.6205 1.1377 -1.9769 -0.19
H -0.5105 -2.2540 0.5576 0.27
H -1.4143 -1.1909 1.6556 0.27
H -0.1619 -2.3494 2.4100 0.29
H 1.2621 1.2456 -0.1348 0.27
H -1.8769 0.5891 -2.1798 0.16
```

---

#Q
C2H5NS2 | ωB97M-V/def2-TZVPD

Summary:
HOMO-LUMO gap (eV): 9.1
SMILES string: CSNC=S

XYZ file:
```
10
Properties=species:S:1:pos:R:3:mulliken_charge:R:1
C 2.1730 1.1019 0.1889 -0.74
S 1.6054 -0.6125 -0.1750 -0.02
N -0.0269 -0.5932 0.3343 -0.19
C -0.8848 0.1742 -0.3232 -0.06
S -2.4611 0.1725 0.0386 -0.34
H 2.0790 1.1524 1.2700 0.26
H 1.5418 1.8177 -0.3532 0.27
H 3.2031 1.1389 -0.0993 0.30
H -0.3046 -1.3172 0.9349 0.24
H -0.3690 0.7433 -1.1045 0.26
```

---

Name the most stable of them. #Q.

---

#P
C7H8N2O | ωB97M-V/def2-TZVPD

Summary:
HOMO-LUMO gap (eV): 10.2
SMILES string: [H]/N=[N+](\[O-])c1ccccc1C

XYZ file:
```
18
Properties=species:S:1:pos:R:3:mulliken_charge:R:1
H 3.6763 1.0809 -0.6468 0.26
N 2.6192 0.9779 -0.8867 -0.82
N 2.0516 0.3676 0.0136 0.98
O 2.5474 -0.3589 0.8595 -0.64
C 0.4827 0.4185 -0.0609 0.22
C -0.1571 1.6646 0.0198 -0.18
C -1.5119 1.7998 0.0915 -0.63
C -2.2161 0.6470 0.2508 -0.25
C -1.6800 -0.6319 0.0761 -0.80
C -0.2884 -0.7716 0.0316 0.89
C 0.3386 -2.1454 -0.0850 -1.25
H 0.4848 2.6212 -0.0247 0.25
H -2.0808 2.7536 0.0859 0.33
H -3.3639 0.7582 0.3331 0.24
H -2.2756 -1.5109 0.0657 0.43
H 1.2721 -2.3135 0.5126 0.33
H -0.3330 -2.7191 0.5019 0.42
H 0.4343 -2.6379 -1.1378 0.22
```

---

#Q
C7H8N2O | ωB97M-V/def2-TZVPD

Summary:
HOMO-LUMO gap (spin up / spin down) (eV): 7.2 / 7.3
SMILES string: O[C@H]1C2=CC[C@H]1c1[nH][nH]c12

XYZ file:
```
18
Properties=species:S:1:pos:R:3:mulliken_charge:R:1
O -0.7969 -1.4913 -2.3441 -0.60
C -0.9210 -1.0971 -0.9098 -0.45
C 0.3059 -1.4357 -0.0428 0.66
C -0.0038 -1.0033 1.2109 -0.60
C -1.0535 0.0887 1.0091 -0.89
C -0.8287 0.3501 -0.5128 0.15
C 0.5416 0.5937 -1.0508 -0.22
N 1.6971 1.2617 -0.4386 -0.18
N 2.3390 0.1283 -0.0933 -0.21
C 1.3917 -0.8008 -0.6363 -0.57
H 0.1150 -1.5267 -2.6730 0.37
H -1.8960 -1.4946 -0.4788 0.35
H 0.5401 -1.0356 2.1458 0.37
H -2.0070 -0.2217 1.2389 0.45
H -0.6466 0.8758 1.6120 0.35
H -1.5790 1.1224 -0.7885 0.46
H 2.1952 2.0411 -0.7848 0.24
H 3.3669 -0.0533 -0.2940 0.30
```

---

Name the most stable of them. #P.

---

#P
CH3N2O2 | ωB97M-V/def2-TZVPD

Summary:
HOMO-LUMO gap (eV): 8.2
Total charge: -1
SMILES string: NNC(=O)[O-]

XYZ file:
```
8
Properties=species:S:1:pos:R:3:mulliken_charge:R:1
N -1.3149 0.1871 -0.0558 -0.69
N -0.2022 -0.7385 0.0495 -0.32
C 1.2365 0.1183 -0.0406 0.58
O 2.1479 -0.6370 -0.0285 -0.63
O 1.0772 1.3232 -0.0138 -0.69
H -1.7093 0.0905 0.8252 0.22
H -0.7989 1.1314 -0.1125 0.34
H -0.4363 -1.4751 -0.6236 0.19
```

---

#Q
CH3N2O2 | ωB97M-V/def2-TZVPD

Summary:
HOMO-LUMO gap (eV): 6.2
Total charge: -1

XYZ file:
```
8
Properties=species:S:1:pos:R:3:mulliken_charge:R:1
C -1.5887 0.1045 -0.0384 0.62
N 1.4428 0.1059 -0.2112 -0.39
N 0.3741 -0.8461 0.0465 -0.63
O -2.4053 -0.7471 -0.0848 -0.52
O -1.2301 1.2630 0.1054 -0.55
H 1.8436 0.0370 -1.0648 0.16
H 1.2376 1.0160 0.1451 0.18
H 0.3260 -0.9332 1.1022 0.13
```

---

Name the most stable of them. #P.

---

#P
CH4FNO2 | ωB97M-V/def2-TZVPD

Summary:
HOMO-LUMO gap (eV): 10.9

XYZ file:
```
9
Properties=species:S:1:pos:R:3:mulliken_charge:R:1
C 0.3084 -0.3693 -0.0230 0.22
N -0.8095 0.1355 0.7556 -0.29
O -0.2010 -0.6653 -1.2830 -0.51
O 1.3755 0.4817 -0.1610 -0.49
F -0.4000 0.4594 2.0392 -0.16
H 0.6769 -1.2623 0.5111 0.31
H -1.1356 1.3094 0.2263 0.28
H -0.9926 -1.2086 -1.2049 0.32
H 1.1780 1.1196 -0.8603 0.32
```

---

#Q
CH4FNO2 | ωB97M-V/def2-TZVPD

Summary:
HOMO-LUMO gap (eV): 11.6
SMILES string: NC(=O)O.F

XYZ file:
```
9
Properties=species:S:1:pos:R:3:mulliken_charge:R:1
N 0.5173 0.4148 0.9134 -0.36
C -0.5637 -0.0270 0.1828 0.69
O -0.5584 -0.3332 -1.0194 -0.65
O -1.5431 -0.1948 1.0730 -0.44
H 0.5619 0.4687 1.9377 0.23
H 1.2169 1.0035 0.6149 0.21
H -2.1371 -0.8314 0.7277 0.33
F 1.6460 -0.3109 -2.4642 -0.43
H 0.8603 -0.1897 -1.9659 0.43
```

---

Name the most stable of them. #Q.

---

#P
C11H13N2 | ωB97M-V/def2-TZVPD

Summary:
HOMO-LUMO gap (eV): 7.1
Total charge: +1
SMILES string: CC1=C[C@@H]2C=NC=[N+](C)C=C2C=C1

XYZ file:
```
26
Properties=species:S:1:pos:R:3:mulliken_charge:R:1
C 0.5294 -3.9352 -0.9801 -1.38
C 0.3866 -2.5751 -0.4665 0.67
C -0.7075 -1.7906 -0.4948 -1.07
C -0.8336 -0.4070 -0.1377 0.29
C -1.1046 0.4659 -1.5431 0.04
N -1.3408 1.6485 -1.3458 -0.27
C -1.2938 2.4162 -0.2990 0.06
N -0.4065 2.4968 0.6486 0.06
C -0.2780 3.6612 1.4700 -0.84
C 0.5126 1.5281 1.0290 -0.42
C 0.4561 0.1676 0.5124 0.57
C 1.5965 -0.6546 0.5523 -0.88
C 1.5274 -1.8935 -0.0074 -0.22
H 1.3008 -3.9523 -1.8004 0.37
H 0.7040 -4.6239 -0.1149 0.33
H -0.4518 -4.3584 -1.5201 0.31
H -1.7313 -2.1422 -0.7269 0.36
H -1.7046 -0.1541 0.5608 0.41
H -0.9474 -0.1459 -2.4407 0.45
H -1.9981 3.2861 -0.4732 0.26
H 0.8037 3.8867 1.6373 0.30
H -0.8823 4.5390 1.0721 0.28
H -0.6148 3.4248 2.4608 0.40
H 1.4280 1.9882 1.5046 0.24
H 2.6036 -0.3566 0.9582 0.30
H 2.4465 -2.5197 -0.0556 0.39
```

---

#Q
C11H13N2 | ωB97M-V/def2-TZVPD

Summary:
HOMO-LUMO gap (eV): 7.7
Total charge: +1

XYZ file:
```
26
Properties=species:S:1:pos:R:3:mulliken_charge:R:1
C 2.6203 -1.6121 0.0895 -0.64
C 3.2719 -0.5767 0.7275 -0.50
C 1.5347 -1.3539 -0.6830 -0.63
C 2.8362 0.6988 0.7064 -0.55
C 0.9942 -0.1248 -0.5910 1.24
C 1.5553 0.9441 0.1633 0.25
C -0.3991 2.3845 -0.3125 -0.67
C -1.6610 -0.7668 1.4027 -0.15
C -2.7173 -1.0138 0.8609 0.23
C -0.2855 0.0671 -1.1746 -0.50
C -3.7164 -1.4211 0.0137 -1.32
N 0.8786 2.1572 0.3089 -0.28
N -0.9048 1.1833 -1.0090 0.05
H 3.0379 -2.6457 0.0693 0.35
H 4.1975 -0.7856 1.1041 0.49
H 0.9569 -2.1340 -1.1655 0.37
H 3.6466 1.4239 0.8183 0.34
H -0.2759 3.1798 -1.1068 0.32
H -0.7418 -0.5059 2.0080 0.38
H -1.1164 2.7296 0.3120 0.47
H -0.7494 -0.6378 -1.8326 0.41
H -3.6349 -2.5397 -0.1629 0.31
H -4.6916 -1.5603 0.6126 0.33
H -3.8564 -0.9451 -0.9955 0.27
H 0.9702 2.5396 1.2330 0.29
H -1.7498 1.3154 -1.3966 0.14
```

---

Name the most stable of them. #P.

---

#P
C6H7N | ωB97M-V/def2-TZVPD

Summary:
HOMO-LUMO gap (spin up / spin down) (eV): 7.2 / 8.4
Expectation value of S²: 2.04
Multiplicity: 3

XYZ file:
```
14
Properties=species:S:1:pos:R:3:lowdin_spin:R:1
C 3.5328 -0.7655 0.1533 0.10
C 3.0108 1.4536 -1.1849 0.98
C 1.9649 1.3836 -0.2352 0.15
C 2.8556 0.3308 -0.2565 0.50
C 0.8859 2.0043 0.5849 0.01
C -0.8704 -1.8059 -0.6556 0.00
N 4.1934 -1.6413 0.4429 0.26
H -0.1878 -1.4582 0.1310 0.00
H 1.1780 3.1104 0.8421 0.00
H 0.7889 1.4492 1.5400 0.00
H 0.1309 2.2236 -0.1967 0.00
H -1.4559 -0.8193 -1.0733 0.00
H -0.1894 -2.0627 -1.4131 0.00
H -1.5318 -2.6120 -0.5074 0.00
```

---

#Q
C6H7N | ωB97M-V/def2-TZVPD

Summary:
HOMO-LUMO gap (spin up / spin down) (eV): 6.4 / 7.7
Expectation value of S²: 2.01
Multiplicity: 3

XYZ file:
```
14
Properties=species:S:1:pos:R:3:lowdin_spin:R:1
C -2.9605 -0.8825 0.3956 0.00
C -2.5404 -0.0692 -0.5910 0.01
C -2.3150 0.2675 0.7374 0.01
C 1.8275 -0.2953 -0.5484 0.20
C 0.9765 -0.0452 0.6169 0.78
C 0.9676 0.8954 -0.2938 0.80
N -1.8067 1.0491 1.5672 0.00
H -3.4835 -1.7668 0.6407 0.00
H 2.8268 -0.1730 -0.3394 0.05
H 1.5140 -1.1222 -1.2140 0.04
H -2.7108 0.0576 -1.7064 0.00
H 0.3528 -0.3883 1.3471 0.05
H 0.5407 1.6143 -0.9277 0.06
H -1.3493 1.8889 1.0452 0.00
```

---

#R
C6H7N | ωB97M-V/def2-TZVPD

Summary:
HOMO-LUMO gap (spin up / spin down) (eV): 5.7 / 8.2
Expectation value of S²: 2.05
Multiplicity: 3

XYZ file:
```
14
Properties=species:S:1:pos:R:3:lowdin_spin:R:1
C 0.9714 1.7809 0.1349 0.01
C 1.8473 0.9347 0.2005 0.31
C -2.8818 0.2308 -0.0158 0.37
C 1.9949 -0.4475 -0.1004 0.06
C 0.5351 -1.0488 0.1500 0.13
C -0.4356 -0.0285 -0.3300 0.73
N -1.6479 0.0543 -0.1430 0.27
H 0.6049 2.7678 0.0287 0.00
H -3.6658 -0.1472 -0.6835 0.04
H -3.2481 0.8345 0.8024 0.04
H 2.4470 -0.5096 -1.0994 0.00
H 2.5957 -1.0482 0.4472 0.00
H 0.6513 -1.9322 -0.5596 0.02
H 0.2319 -1.4410 1.1680 0.02
```

---

Name the most stable of them. #P.